1.
C22H46NO6S2 | ωB97M-V/def2-TZVPD

Cartesian coordinates (Å):
C  3.0293  -2.4403  1.8034
C  3.1755  -1.1636  0.9815
C  2.3880  0.0131  1.5519
C  0.8841  -0.0565  1.3043
C  0.1130  1.1298  1.9020
C  -1.2894  0.7647  2.4110
C  -2.3489  1.0689  1.3500
C  -3.8064  0.6646  1.6679
C  -4.0253  -0.1661  2.9316
C  -5.4907  -0.5706  3.1307
C  -5.9044  -1.8790  2.4463
N  -6.7897  -1.6798  1.2331
C  -6.0943  -1.4607  -0.0963
C  -6.7365  -2.3211  -1.1939
C  -8.1710  -1.8471  -1.3903
O  -8.9389  -1.8778  -0.4636
O  -8.5457  -1.3714  -2.5701
H  2.0163  -2.8440  1.7405
H  3.7110  -3.2198  1.4596
H  3.2423  -2.2515  2.8597
H  4.2326  -0.8914  0.9104
H  2.8330  -1.3480  -0.0385
H  2.5872  0.1030  2.6279
H  2.7367  0.9380  1.0779
H  0.4747  -0.9968  1.6901
H  0.7505  -0.0804  0.2211
H  0.0068  1.8972  1.1289
H  0.6989  1.5891  2.7026
H  -1.5220  1.2979  3.3368
H  -1.2993  -0.3032  2.6490
H  -2.0452  0.5828  0.4185
H  -2.3104  2.1412  1.1463
H  -4.1927  0.1005  0.8129
H  -4.4360  1.5572  1.7413
H  -3.4093  -1.0699  2.9066
H  -3.6995  0.4049  3.8007
H  -5.7025  -0.6777  4.1940
H  -6.1396  0.2427  2.7808
H  -6.4796  -2.5108  3.1200
H  -5.0428  -2.4486  2.0974
H  -7.4102  -0.8896  1.4123
H  -7.4245  -2.4724  1.1231
H  -5.0424  -1.6983  0.0318
H  -6.1729  -0.3992  -0.3239
H  -6.7869  -3.3614  -0.8594
H  -6.1136  -2.3048  -2.0862
H  -7.8578  -1.4490  -3.2444
C  3.1975  -1.5098  -5.0670
C  3.5352  -0.1452  -4.4495
C  2.2646  0.3748  -3.7703
S  1.3413  -1.0873  -3.2707
O  0.0859  -1.1315  -3.9813
O  1.3411  -1.1942  -1.8311
C  2.4633  -2.2887  -3.9806
H  4.0910  -2.0391  -5.3940
H  2.5469  -1.3826  -5.9347
H  4.3267  -0.2584  -3.7066
H  3.8877  0.5608  -5.1994
H  2.4614  0.9674  -2.8793
H  1.6215  0.9275  -4.4530
H  1.8763  -3.1325  -4.3355
H  3.1366  -2.6045  -3.1839
C  6.6870  2.8583  1.2725
C  6.9726  4.0492  0.3472
C  6.3305  3.7369  -1.0087
S  4.9247  2.6686  -0.6548
O  5.1580  1.3733  -1.2488
O  3.6868  3.3554  -0.9268
C  5.2024  2.5513  1.1115
H  6.9337  3.0827  2.3089
H  7.2788  1.9929  0.9672
H  6.5286  4.9534  0.7672
H  8.0408  4.2283  0.2369
H  5.9567  4.6138  -1.5309
H  6.9925  3.1701  -1.6605
H  4.9025  1.5571  1.4345
H  4.5755  3.3072  1.5845

- net charge = +1
- HOMO-LUMO gap (hartree) = 0.3380
- E_HOMO (eV) = -11.81

Mulliken atomic charge list, values in e, 6 entries:
1. C -1.444
2. C 0.390
3. C -0.429
4. C -0.153
5. C -1.075
6. C -0.281

2.
C22H47IrNO4Si2 | ωB97M-V/def2-TZVPD

Cartesian coordinates (Å):
O  -0.7224  -1.4188  -1.2618
O  0.9698  1.1902  -3.8352
C  0.2580  -2.5147  -1.7607
C  -0.3883  -3.8714  -1.6773
H  1.1515  -2.4384  -1.1334
H  0.4904  -2.1934  -2.7768
H  -0.4963  -4.2090  -0.6398
H  0.2639  -4.5995  -2.1731
H  -1.3595  -3.8845  -2.1831
C  -1.7760  -0.8322  -2.1492
C  -1.4778  -1.0495  -3.6011
H  -1.8119  0.2379  -1.9141
H  -2.6994  -1.3297  -1.8437
H  -0.5034  -0.6214  -3.8712
H  -2.2395  -0.5054  -4.1758
H  -1.5389  -2.1013  -3.9003
C  0.5702  2.4949  -3.3964
C  2.3478  0.9380  -4.1411
C  -0.7479  2.8844  -4.0499
H  1.3549  3.2186  -3.6737
H  0.4790  2.4619  -2.2930
H  -0.6340  2.9414  -5.1362
H  -1.0614  3.8796  -3.7315
H  -1.5441  2.1719  -3.8106
C  2.5351  0.8233  -5.6389
H  2.6133  -0.0120  -3.6485
H  2.9690  1.7465  -3.7271
H  1.8235  0.1174  -6.0721
H  3.5448  0.5096  -5.8896
H  2.3961  1.7996  -6.1013
H  -0.6374  -1.1705  -0.1989
Ir  -0.6332  -0.0902  1.6580
C  1.0441  -0.3719  0.4754
Si  2.7031  0.4382  0.8954
H  1.1934  -1.4716  0.4634
H  0.9151  -0.0298  -0.5695
C  3.9327  -0.4719  -0.2352
C  3.1496  0.1182  2.6722
C  2.7125  2.2717  0.4598
C  -1.7731  -1.6416  1.7044
Si  -3.0004  -0.2007  1.4391
H  -1.9403  -2.1355  2.6752
H  -1.7221  -2.3981  0.9177
C  -4.3654  -0.8108  0.2907
C  -2.3301  1.3773  0.6058
C  -3.6738  0.2033  3.1436
H  2.3620  2.4492  -0.5715
H  3.7457  2.6474  0.5555
H  2.0527  2.8207  1.1570
H  3.8331  -1.5593  -0.0979
H  4.9470  -0.1694  0.0598
H  3.7780  -0.2208  -1.2961
H  2.7869  -0.8679  2.9897
H  2.7097  0.8720  3.3407
H  4.2412  0.1421  2.7849
H  -2.6704  1.3680  -0.4347
H  -1.2415  1.6054  0.5650
H  -2.7731  2.2117  1.1655
H  -4.6742  0.6365  3.0095
H  -3.0368  0.9124  3.6930
H  -3.7573  -0.7247  3.7260
H  -5.3105  -0.3735  0.6475
H  -4.4317  -1.9063  0.3421
H  -4.1995  -0.4945  -0.7487
O  0.3090  3.1733  3.9384
C  0.1889  2.0396  3.4771
O  0.2519  1.7244  2.1993
C  0.0023  0.8320  4.3472
C  0.0698  0.8294  5.7436
C  0.1100  -0.3993  6.4008
C  0.1237  -1.5630  5.6165
C  -0.0002  -1.5060  4.2312
N  -0.1914  -0.3090  3.6225
H  0.0613  1.8064  6.2164
H  0.1566  -0.4696  7.4852
H  0.2254  -2.5557  6.0370
H  -0.0102  -2.4016  3.6071

- expectation value of S² = 6.013
- net charge = +1
- HOMO-LUMO gap (spin up / spin down) (hartree) = 0.2078 / 0.2366
- 2S+1 = 5
- E_HOMO (spin up / spin down) (eV) = -8.54 / -11.49

Mulliken atomic charge list, values in e, 6 entries:
1. O 0.066
2. O -0.148
3. C 0.070
4. C -1.243
5. H 0.143
6. H 0.406

3.
C22H47NO4 | ωB97M-V/def2-TZVPD

Cartesian coordinates (Å):
C  6.2344  -1.1686  3.5496
C  6.8801  -2.5437  3.4680
C  7.0108  -2.9666  4.9108
O  5.9795  -2.2759  5.6335
C  5.3611  -1.3003  4.8168
H  5.6656  -0.9100  2.6557
H  6.9650  -0.3656  3.6681
H  7.8430  -2.4578  2.9620
H  6.2514  -3.2531  2.9275
H  7.9655  -2.6333  5.3275
H  6.8546  -4.0372  5.0293
H  5.2657  -0.3526  5.3479
H  4.3456  -1.5860  4.5188
C  0.1339  1.5431  -4.4955
C  1.3669  2.1959  -3.8882
C  2.2669  0.9936  -3.5678
O  1.3822  -0.0932  -3.3083
C  0.0695  0.1539  -3.7742
H  0.2452  1.3295  -5.5589
H  -0.7511  2.1658  -4.3743
H  1.1645  2.7015  -2.9461
H  1.8092  2.8590  -4.6320
H  2.8469  1.1784  -2.6602
H  2.9897  0.7585  -4.3543
H  -0.6130  0.2174  -2.9292
H  -0.2020  -0.5187  -4.5844
C  1.2514  1.4472  0.5721
C  2.6107  1.1496  1.2285
C  2.7235  -0.3735  1.1448
O  1.3658  -0.8366  1.0356
C  0.7140  0.0813  0.1678
H  1.3840  2.0901  -0.3037
H  0.5936  2.0071  1.2362
H  2.6539  1.4881  2.2608
H  3.4068  1.6236  0.6537
H  3.1360  -0.9346  1.9863
H  3.2607  -0.7956  0.2836
H  -0.3601  0.0014  0.3596
H  0.8718  -0.2344  -0.8688
C  -2.0420  1.0771  3.0599
C  -3.4921  1.0079  3.5021
C  -3.4919  -0.0872  4.5684
O  -2.2591  -0.7899  4.4007
C  -1.5982  -0.3853  3.1957
H  -1.3224  1.7335  3.5473
H  -2.0378  1.3912  2.0069
H  -4.0921  0.6998  2.6412
H  -3.9202  1.9716  3.7811
H  -4.3541  -0.7488  4.4794
H  -3.4309  0.3280  5.5760
H  -1.8258  -0.9485  2.2848
H  -0.5379  -0.5197  3.4019
C  -3.3130  -0.8111  -5.1533
C  -4.1027  -1.0456  -3.8869
N  -3.5035  -0.4404  -2.6991
C  -3.2865  0.9794  -2.7788
C  -4.5690  1.8438  -2.8374
C  -4.1757  -0.9280  -1.4907
C  -3.4780  -0.5314  -0.2067
H  -3.2351  0.2501  -5.3951
H  -3.6771  -1.3120  -6.0486
H  -2.3028  -1.1876  -4.9713
H  -5.1483  -0.6998  -3.9937
H  -4.1825  -2.1182  -3.7005
H  -2.6978  1.3664  -1.9420
H  -2.7094  1.2538  -3.6600
H  -4.3506  2.9057  -2.7640
H  -5.0631  1.6591  -3.7974
H  -5.2808  1.5035  -2.0841
H  -4.2431  -2.0116  -1.5611
H  -5.1967  -0.5164  -1.4805
H  -4.1200  -0.8468  0.6239
H  -3.4125  0.5544  -0.1036
H  -2.4902  -0.9450  -0.0131

- net charge = 0
- HOMO-LUMO gap (hartree) = 0.3305
- E_HOMO (eV) = -8.32

Mulliken atomic charge list, values in e, 6 entries:
1. C -0.305
2. C -0.550
3. C -0.431
4. O -0.430
5. C -0.350
6. H 0.156

4.
C22H48As4N2S4SbV | ωB97M-V/def2-TZVPD

Cartesian coordinates (Å):
V  1.2774  2.0988  -0.0409
C  -0.8863  4.3972  -1.9953
As  -1.0581  3.0830  -0.5728
C  -1.7381  4.2597  0.8334
C  -2.7212  2.2881  -1.2564
C  -3.4169  1.0885  -0.5676
C  -4.9132  1.2316  -0.8668
C  -2.9058  -0.2102  -1.2050
As  -0.9833  -0.5859  -0.9109
C  -0.6154  -1.3216  -2.6827
C  -1.1835  -2.2838  0.0475
C  -3.1508  1.1245  0.9455
As  -4.0184  -0.0234  2.3193
C  -4.8643  -1.5362  1.3923
C  -5.6705  1.0076  2.5764
H  -1.8631  4.8169  -2.2366
H  -0.4558  3.9090  -2.8684
H  -0.2048  5.1815  -1.6753
H  -2.7078  4.6696  0.5494
H  -1.0309  5.0813  0.9525
H  -1.8249  3.7334  1.7819
H  -2.5047  2.0399  -2.2996
H  -3.3979  3.1471  -1.2764
H  -5.0742  1.3331  -1.9425
H  -5.3260  2.1175  -0.3781
H  -5.4756  0.3620  -0.5282
H  -3.0512  -0.1448  -2.2869
H  -3.4842  -1.0673  -0.8604
H  -1.3671  -2.0632  -2.9558
H  0.3715  -1.7823  -2.6839
H  -0.6142  -0.5123  -3.4127
H  -1.8850  -2.9418  -0.4675
H  -1.5315  -2.0929  1.0623
H  -0.2104  -2.7702  0.1033
H  -3.3901  2.1239  1.3231
H  -2.0754  0.9902  1.1148
H  -4.1241  -2.2544  1.0516
H  -5.4992  -1.2406  0.5592
H  -5.4862  -2.0252  2.1436
H  -5.4185  2.0284  2.8631
H  -6.2368  0.5567  3.3908
H  -6.2900  1.0284  1.6818
S  5.1211  2.6495  -2.5851
As  3.4790  2.3270  -1.4000
S  1.6547  1.3459  -2.2273
S  2.3288  4.0790  -0.5493
S  3.5170  1.2212  0.4743
N  0.8012  -0.5466  2.0044
C  0.7242  0.6308  2.6701
C  0.5630  0.6409  4.0704
C  0.5589  1.8332  4.7394
C  0.7094  3.0256  4.0218
C  0.8082  2.9451  2.6621
N  0.7849  1.7771  1.9740
H  0.9609  -1.3696  2.5613
H  1.2537  -0.5814  1.0960
H  0.4775  -0.3017  4.5933
H  0.4606  1.8499  5.8167
H  0.7467  3.9865  4.5118
H  0.9314  3.8405  2.0638
C  2.1026  -4.6336  -2.2778
C  3.0358  -4.3053  -1.1157
Sb  3.0079  -2.1848  -0.6572
C  3.9554  -1.5774  -2.4883
C  5.2713  -2.2806  -2.7937
C  4.7537  -2.1254  0.6234
C  5.5123  -3.4347  0.8007
H  2.0994  -5.7017  -2.5071
H  2.4002  -4.1080  -3.1884
H  1.0709  -4.3446  -2.0600
H  4.0558  -4.6182  -1.3393
H  2.7283  -4.8419  -0.2152
H  4.0955  -0.4987  -2.4226
H  3.2271  -1.7422  -3.2861
H  5.9958  -2.1414  -1.9894
H  5.7220  -1.8816  -3.7051
H  5.1355  -3.3546  -2.9378
H  4.4104  -1.7411  1.5858
H  5.3985  -1.3493  0.2079
H  4.8707  -4.2339  1.1772
H  6.3348  -3.3141  1.5101
H  5.9417  -3.7815  -0.1402

- expectation value of S² = 2.040
- net charge = 0
- HOMO-LUMO gap (spin up / spin down) (hartree) = 0.2683 / 0.2769
- 2S+1 = 3
- E_HOMO (spin up / spin down) (eV) = -7.66 / -7.66

Mulliken atomic charge list, values in e, 6 entries:
1. V 0.990
2. C -1.260
3. As 1.443
4. C -1.487
5. C -2.195
6. C 3.078

5.
C22H48ClN2O6Y | ωB97M-V/def2-TZVPD

Cartesian coordinates (Å):
Y  -23.2884  -6.4962  -1.8023
C  -21.9673  -3.2472  2.3358
C  -22.2102  -4.7781  2.1147
C  -22.3928  -5.4695  3.5357
C  -23.7056  -5.1407  4.2695
C  -24.8646  -5.5987  3.4091
C  -24.8152  -4.9375  1.9384
N  -23.4552  -5.1084  1.2921
O  -23.3460  -4.7554  -0.1201
C  -25.3447  -3.4390  2.0803
C  -25.9520  -5.6564  1.1816
C  -20.9393  -5.4866  1.5648
H  -22.0055  -2.9569  3.3858
H  -22.6336  -2.5152  1.8793
H  -20.9658  -2.9278  2.0476
H  -21.5202  -5.2201  4.1392
H  -22.4020  -6.5506  3.3966
H  -23.8198  -4.0811  4.4983
H  -23.6918  -5.6234  5.2467
H  -25.8000  -5.3852  3.9264
H  -24.8307  -6.6836  3.3103
H  -24.7912  -2.7910  2.7598
H  -26.3666  -3.3663  2.4526
H  -25.2052  -2.9631  1.1096
H  -26.1798  -5.3316  0.1664
H  -26.9108  -5.7422  1.6928
H  -25.6110  -6.6746  0.9944
H  -20.1544  -5.4399  2.3196
H  -20.6039  -5.0161  0.6405
H  -21.1442  -6.5098  1.2499
C  -25.6326  -2.8014  -2.4876
C  -26.6416  -3.7392  -3.2630
C  -27.4157  -2.7752  -4.2698
C  -28.1612  -3.4815  -5.4147
C  -27.2089  -4.5214  -6.0528
C  -26.5443  -5.6189  -5.0803
N  -25.9502  -4.8959  -3.8893
O  -25.2525  -5.7694  -3.0362
C  -25.4818  -6.3396  -5.9748
C  -27.6306  -6.6277  -4.7270
C  -27.7835  -4.2593  -2.2676
H  -26.2064  -1.9844  -2.0502
H  -24.9036  -2.3658  -3.1709
H  -25.0297  -3.2010  -1.6721
H  -26.7578  -1.9633  -4.5799
H  -28.1997  -2.3144  -3.6690
H  -28.4580  -2.7291  -6.1455
H  -29.0819  -3.9029  -5.0110
H  -26.3534  -3.9968  -6.4782
H  -27.8163  -5.0006  -6.8205
H  -24.5031  -5.8597  -5.9658
H  -25.8278  -6.5029  -6.9955
H  -25.1340  -7.3049  -5.6071
H  -28.5286  -6.2156  -4.2667
H  -27.2362  -7.3730  -4.0362
H  -28.0452  -7.1630  -5.5812
H  -28.6333  -4.6559  -2.8231
H  -28.0509  -3.4850  -1.5485
H  -27.5586  -5.0715  -1.5763
Cl  -22.5667  -8.2467  -3.7313
C  -24.5780  -9.1442  -0.5216
C  -23.5443  -8.7696  0.5252
O  -22.4872  -8.0249  -0.1359
O  -25.0172  -7.9498  -1.1654
H  -25.4780  -9.5419  -0.0526
H  -24.2483  -9.8139  -1.3159
H  -23.1538  -9.6821  0.9756
H  -23.9567  -8.2494  1.3898
H  -21.7075  -8.2451  0.3790
H  -25.8846  -8.1654  -1.5159
C  -20.9501  -4.6056  -3.3766
C  -20.4002  -4.9695  -1.9939
O  -20.8937  -6.2523  -1.5324
O  -22.3745  -4.8027  -3.2851
H  -20.6934  -5.3751  -4.1047
H  -20.6958  -3.5968  -3.7016
H  -20.6637  -4.1285  -1.3525
H  -19.3215  -5.0870  -2.0972
H  -20.1259  -6.7132  -1.1865
H  -22.7048  -4.3621  -4.0714

- net charge = 0
- HOMO-LUMO gap (hartree) = 0.2039
- E_HOMO (eV) = -5.81

Mulliken atomic charge list, values in e, 6 entries:
1. Y 1.445
2. C -1.822
3. C 1.730
4. C -1.470
5. C -0.629
6. C -1.162

6.
C22H48F5O8 | ωB97M-V/def2-TZVPD

Cartesian coordinates (Å):
C  -5.2848  -1.0395  4.3767
C  -5.6479  -2.3451  3.6838
C  -5.0279  -2.4987  2.2692
C  -4.4816  -3.9127  1.9488
C  -3.0457  -4.0250  2.0454
F  -2.6327  -5.2383  1.5383
F  -2.4057  -3.0825  1.3135
C  -2.3841  -4.0052  3.4301
F  -1.0818  -4.3898  3.3469
F  -2.3407  -2.8149  3.9874
F  -2.9409  -4.8388  4.2640
H  -4.2209  -1.0040  4.5463
H  -5.5819  -0.1662  3.8133
H  -5.7687  -1.0142  5.3505
H  -6.7252  -2.4580  3.6215
H  -5.2529  -3.1503  4.2917
H  -4.2960  -1.7248  2.0613
H  -5.8479  -2.3339  1.5724
H  -4.9392  -4.5704  2.6796
C  0.7076  0.9516  2.0821
O  -0.0170  2.1068  2.4800
C  -1.3406  2.1277  1.9653
C  -2.3599  1.7060  2.9987
O  -2.1961  0.3472  3.3522
C  -1.5345  0.1656  4.5883
H  1.6059  0.8971  2.6965
H  0.1254  0.0392  2.2264
H  1.0033  1.0317  1.0294
H  -1.4158  1.4946  1.0758
H  -1.5509  3.1606  1.6636
H  -3.3616  1.8126  2.5677
H  -2.3032  2.3497  3.8831
H  -2.2107  0.4051  5.4182
H  -0.6373  0.7870  4.6610
H  -1.2445  -0.8784  4.6647
C  -2.7648  -1.9589  -3.9251
O  -2.2397  -1.4031  -2.7371
C  -2.1117  -2.3693  -1.6858
C  -0.6852  -2.8422  -1.5422
O  -0.2449  -3.5730  -2.6892
C  0.5593  -2.8080  -3.5590
H  -2.6113  -1.2361  -4.7283
H  -2.2653  -2.8937  -4.1918
H  -3.8401  -2.1400  -3.8182
H  -2.7838  -3.2131  -1.8561
H  -2.4153  -1.8868  -0.7569
H  -0.6294  -3.5176  -0.6860
H  -0.0176  -1.9949  -1.3502
H  1.5609  -2.6674  -3.1335
H  0.1155  -1.8299  -3.7672
H  0.6522  -3.3553  -4.4975
C  2.5966  3.1899  -3.9618
O  1.3020  2.8894  -4.4411
C  0.9349  1.5354  -4.1956
C  0.0463  1.4019  -2.9811
O  0.7435  1.7456  -1.7899
C  0.4308  3.0405  -1.3126
H  2.7206  4.2729  -3.9704
H  2.7417  2.8265  -2.9418
H  3.3543  2.7436  -4.6169
H  1.8262  0.9104  -4.0802
H  0.3891  1.1851  -5.0772
H  -0.2658  0.3583  -2.8808
H  -0.8564  2.0095  -3.0915
H  -0.5666  3.0297  -0.8605
H  0.4675  3.7951  -2.1027
H  1.1609  3.3010  -0.5461
C  7.5919  2.3046  0.5486
O  6.8967  3.3827  -0.0521
C  6.9799  3.3833  -1.4689
C  5.7246  2.8292  -2.1069
O  5.5531  1.4504  -1.8257
C  4.5984  1.2002  -0.8017
H  7.2825  2.2511  1.5913
H  7.3616  1.3537  0.0634
H  8.6729  2.4811  0.5114
H  7.8572  2.8221  -1.8053
H  7.1048  4.4250  -1.7829
H  5.8128  2.9261  -3.1947
H  4.8465  3.3990  -1.7877
H  3.5815  1.3526  -1.1794
H  4.7628  1.8409  0.0676
H  4.7048  0.1606  -0.4966

- net charge = -1
- HOMO-LUMO gap (hartree) = 0.1596
- E_HOMO (eV) = -2.20

Mulliken atomic charge list, values in e, 6 entries:
1. C -1.036
2. C -0.445
3. C 0.084
4. C -1.815
5. C 1.350
6. F -0.351

| no. | electronic energy (Eh) |
| --- | --- |
| 1 | -2168.195146 |
| 2 | -1905.032777 |
| 3 | -1222.049795 |
| 4 | -12696.720731 |
| 5 | -1926.498507 |
| 6 | -1968.111909 |